Entry 1:
ORCA calculation (ωB97M-V with the def2-TZVPD basis set) on a structure of composition C20H26N2O2SiSr.

Structure (ORCA input):
```
! wB97M-V def2-TZVPD RIJCOSX def2/J DEFGRID3
* xyz 0 1
Sr -1.016 -0.207 1.428
Si 0.006 -1.452 -2.002
O 0.410 -1.442 5.696
O 0.330 -0.886 3.458
N -1.539 -1.467 4.634
N -2.376 -1.147 3.501
C 1.648 -1.100 -2.768
C 3.614 0.291 -2.475
C 3.839 -2.026 -3.220
C -0.720 1.069 -3.394
C 1.828 -1.063 5.777
C -1.474 2.512 1.157
C 2.448 -2.181 -3.174
C 2.223 0.139 -2.441
C -0.207 -1.240 4.540
C 0.174 2.054 2.685
C -1.101 0.146 -2.429
C 4.414 -0.792 -2.870
C -2.271 0.365 -1.687
C -1.436 -2.449 -2.756
C -2.620 2.476 -2.824
C -1.214 2.334 2.543
C -0.252 2.347 0.454
C -1.480 2.234 -3.593
C -3.012 1.536 -1.858
C 0.767 2.072 1.397
H -1.622 -2.101 -3.786
H -3.216 3.378 -2.985
H -2.372 -2.395 -2.190
H -2.986 -1.950 3.323
H -1.126 -3.506 -2.812
H -3.028 -0.401 3.783
H 1.894 -0.254 6.508
H -1.898 -1.717 5.548
H -1.930 2.466 3.358
H -2.671 -0.400 -0.993
H 2.214 -0.730 4.809
H 4.050 1.258 -2.202
H 4.466 -2.869 -3.532
H -2.431 2.781 0.711
H 0.046 -0.635 -0.667
H 0.166 0.900 -4.012
H 5.496 -0.671 -2.907
H 1.590 0.977 -2.123
H -1.170 2.949 -4.356
H 1.984 -3.142 -3.425
H -3.910 1.702 -1.255
H 0.710 1.954 3.631
H 0.664 -2.239 -0.895
H 2.368 -1.942 6.131
H -0.109 2.492 -0.616
H 1.834 1.970 1.174
*
```

## Properties
Highest occupied orbital energy, eV: -6.1
Orbital gap, eV: 5.17
Lowest unoccupied orbital energy, eV: -0.894

***

Entry 2:
ORCA calculation (ωB97M-V with the def2-TZVPD basis set) on a structure of composition C5H7NO.

Structure (ORCA input):
```
! wB97M-V def2-TZVPD RIJCOSX def2/J DEFGRID3
* xyz 0 1
O 0.487 -1.985 -1.255
N 0.620 -0.225 0.291
C -0.132 0.488 -1.564
C 0.063 0.999 -0.178
C -1.352 0.805 -0.622
C 0.786 -0.778 1.593
C 0.422 -0.869 -0.890
H 0.317 0.905 -2.576
H -2.050 1.607 -0.818
H -0.216 -1.078 2.014
H 1.235 -1.709 1.467
H 0.302 1.922 0.429
H -1.784 -0.041 -0.188
H 1.303 -0.040 2.299
*
```

## Properties
Highest occupied orbital energy, eV: -9.0
Orbital gap, eV: 9.92
Lowest unoccupied orbital energy, eV: 0.953

***

Entry 3:
ORCA calculation (ωB97M-V with the def2-TZVPD basis set) on a cluster of 2 separate species, CH3IOS in total.

Structure (ORCA input):
```
! wB97M-V def2-TZVPD RIJCOSX def2/J DEFGRID3
* xyz 0 1
I -2.481 -0.707 -0.119
S -0.675 0.244 1.019
O -0.643 2.349 -0.737
C 0.739 -0.392 0.085
H 1.619 -0.159 0.677
H 0.784 0.130 -0.867
H 0.657 -1.465 -0.059
*
```

## Properties
Highest occupied orbital energy (alpha / beta), eV: -9.4 / -9.5
Orbital gap (alpha / beta), eV: 6.58 / 7.18
Lowest unoccupied orbital energy (alpha / beta), eV: -2.859 / -2.319

***

Entry 4:
ORCA calculation (ωB97M-V with the def2-TZVPD basis set) on a structure of composition C24H37BaN4O3SeSi.

Structure (ORCA input):
```
! wB97M-V def2-TZVPD RIJCOSX def2/J DEFGRID3
* xyz -1 1
Ba -0.933 -0.364 -0.664
Se 0.759 2.315 3.091
Si 2.628 3.385 2.621
O -2.944 0.478 -0.792
O 1.234 -0.387 -0.526
O 0.077 -3.324 0.258
N -2.564 -2.307 0.676
N -2.075 -0.823 -3.029
N -1.524 0.050 1.925
N 0.273 0.715 -2.828
C 2.056 -4.396 1.007
C 3.246 4.272 4.204
C 4.011 2.205 2.054
C -2.638 -0.689 2.488
C 3.570 -0.425 -0.284
C 4.814 -0.033 -0.695
C -5.172 0.085 -0.142
C 2.559 0.813 -2.097
C -4.046 -0.098 -0.998
C -1.279 -0.516 -4.174
C 2.376 -0.009 -0.935
C 2.513 4.682 1.225
C -6.362 -0.562 -0.335
C -4.288 -0.945 -2.135
C -5.524 -1.567 -2.323
C 4.965 0.836 -1.778
C 1.286 -2.179 1.960
C 1.026 -3.291 1.011
C -2.535 -2.170 2.121
C -3.325 -0.979 -3.186
C -0.644 0.858 -3.914
C -6.552 -1.414 -1.426
C 1.479 1.101 -2.979
C 3.845 1.241 -2.458
H -0.707 -0.006 2.529
H 4.028 1.303 2.655
H 5.691 -0.389 -0.168
H 5.950 1.174 -2.068
H -3.499 -2.111 0.335
H 4.198 4.771 4.043
H -3.355 -2.720 2.617
H -1.882 -0.485 -5.101
H -3.560 -0.312 2.046
H 3.373 3.550 5.004
H -3.740 -1.059 -4.204
H 1.580 5.234 1.251
H -5.652 -2.191 -3.201
H -7.497 -1.916 -1.574
H 2.577 4.192 0.258
H 0.445 -2.007 2.622
H -0.160 1.234 -4.833
H 3.329 5.397 1.295
H -1.439 1.546 -3.611
H 4.988 2.676 2.122
H -1.588 -2.569 2.491
H 1.855 -5.103 0.207
H 3.043 -3.962 0.875
H 2.192 -2.313 2.545
H -7.176 -0.400 0.357
H 1.764 1.649 -3.898
H -0.477 -1.256 -4.276
H 3.458 -1.058 0.582
H -2.300 -3.242 0.398
H 2.530 5.008 4.557
H -2.702 -0.598 3.583
H -1.736 1.043 1.917
H 3.853 1.898 1.026
H 1.359 -1.280 1.341
H 3.943 1.898 -3.315
H 2.040 -4.920 1.960
H -5.038 0.761 0.689
*
```

## Properties
Highest occupied orbital energy, eV: -3.5
Orbital gap, eV: 5.72
Lowest unoccupied orbital energy, eV: 2.176

***

Entry 5:
ORCA calculation (ωB97M-V with the def2-TZVPD basis set) on an isolated molecule of CH5N.

Structure (ORCA input):
```
! wB97M-V def2-TZVPD RIJCOSX def2/J DEFGRID3
* xyz 0 1
N 0.364 -0.646 0.181
C -0.415 0.564 -0.103
H -1.297 0.289 -0.675
H -0.727 1.000 0.845
H 1.312 -0.391 0.455
H 0.141 1.296 -0.696
H 0.428 -1.235 -0.639
*
```

## Properties
Highest occupied orbital energy, eV: -9.3
SMILES: CN
Orbital gap, eV: 10.53
Lowest unoccupied orbital energy, eV: 1.275

***

Per-record max |F|, Eh/bohr: 0.05792, 0.06806, 0.03765, 0.07578, 0.00896
Per-record ΔE to the lowest compared entry with this formula, charge and spin, kcal/mol: 0.00, 63.74, 116.28, 68.94, 0.40